1.
46
Properties=species:S:1:pos:R:3 method="wB97M-V/def2-TZVPD" gap_ha="0.09518 / 0.37004" e_lumo_ev="2.9 / 2.7" charge=-1 s2=0.751 homo_energy_ev="0.30 / -7.33" de_lowest_kcal_mol=72.06 multiplicity=2 total_energy_ev=-25157.6039
C -3.3545 -1.3860 0.6222
O -2.6511 -0.3364 0.1139
H -2.6856 -1.8056 1.3736
H -4.2867 -1.0845 1.0999
H -3.5171 -2.1169 -0.1699
H -2.2471 -0.6102 -0.7128
C -1.7886 -1.0485 -3.4254
O -0.9300 -1.5214 -2.3606
H -2.8105 -0.7719 -3.1660
H -1.4513 -0.1668 -3.9703
H -1.8093 -1.9242 -4.0740
H -1.2596 -2.3561 -2.0195
C 2.0059 -2.9298 -2.5131
O 3.1600 -2.4998 -1.7415
H 1.3758 -3.6097 -1.9397
H 1.4193 -2.1120 -2.9318
H 2.3674 -3.5741 -3.3146
H 3.1347 -2.8048 -0.8316
C 0.5424 -3.1071 2.7519
O 1.2289 -1.9268 2.5663
H 1.1491 -3.6273 3.4932
H -0.5177 -2.8758 2.8559
H 0.7110 -3.6813 1.8409
H 1.0854 -1.3753 3.3389
C -1.8023 1.3832 3.0282
O -2.6746 1.9208 1.9822
H -1.4208 2.2147 3.6207
H -2.5108 0.7987 3.6152
H -0.9906 0.7699 2.6369
H -2.7884 1.3051 1.2545
C 2.6093 5.1948 -0.3716
O 2.2201 5.0283 0.9519
H 3.6430 5.5245 -0.4756
H 2.5501 4.1958 -0.8036
H 1.9200 5.9299 -0.7869
H 1.5254 4.3658 0.9511
C 0.7987 0.3980 -0.1817
C 0.1843 1.7358 -0.5246
O 0.7143 2.7657 0.3364
O 2.2168 0.4589 -0.5766
H 0.2727 -0.5077 -0.4836
H 0.8812 0.3324 0.9032
H -0.8911 1.5710 -0.4576
H 0.5223 1.8727 -1.5518
H 1.5891 2.4272 0.5408
H 2.5608 -0.4335 -0.4934

---

2.
42
Properties=species:S:1:pos:R:3 method="wB97M-V/def2-TZVPD" gap_ha=0.41220 e_lumo_ev=-2.4 charge=+1 homo_energy_ev=-13.63 de_lowest_kcal_mol=0.00 total_energy_ev=-25018.6770
C -0.1126 -0.7353 5.2167
C -0.8605 -0.3878 3.9297
C -1.3548 -1.6757 3.2714
C -0.1033 0.5535 2.9590
C 0.8119 1.5586 3.6644
C 0.6837 -0.2210 1.9254
O 1.3977 0.6552 0.9675
C 0.6162 1.3219 0.1569
N 0.3055 2.6058 0.3240
C -0.5516 3.0139 -0.6942
C -0.7316 1.9244 -1.4723
N -0.0097 0.8806 -0.9410
H 0.2806 0.1220 5.7458
H -0.8280 -1.2044 5.8856
H 0.6534 -1.4848 5.0248
H -1.7574 0.1528 4.2247
H -2.1586 -1.4806 2.5662
H -0.5633 -2.2518 2.8018
H -1.7721 -2.3117 4.0452
H -0.8653 1.1422 2.4463
H 1.4353 2.1012 2.9584
H 0.1951 2.3107 4.1483
H 1.4864 1.0987 4.3736
H 0.0445 -0.8647 1.3320
H 1.4595 -0.8235 2.3786
H 0.6099 3.2079 1.0718
H -0.9841 3.9835 -0.8177
H -1.3517 1.8794 -2.3455
H 0.0524 -0.0675 -1.2889
C 0.9993 0.3149 -5.3728
C 0.7963 -1.0378 -4.7383
C 0.1449 -2.0702 -5.6307
O -0.5178 -2.9181 -4.6768
C -0.8330 -2.1595 -3.6130
O -1.5821 -2.4573 -2.7426
O -0.1628 -0.9727 -3.6557
H 1.6829 0.2428 -6.2174
H 0.0500 0.7247 -5.7200
H 1.4145 1.0209 -4.6527
H 1.7376 -1.4114 -4.3276
H 0.8543 -2.6417 -6.2222
H -0.6115 -1.6380 -6.2892

---

3.
13
Properties=species:S:1:pos:R:3 method="wB97M-V/def2-TZVPD" gap_ha="0.30417 / 0.30404" e_lumo_ev="-1.3 / -1.3" charge=0 homo_energy_ev="-9.61 / -9.61" de_lowest_kcal_mol=32.89 total_energy_ev=-83224.5077
C 0.7640 -0.5510 -0.2568
C -0.9774 1.0296 -0.6327
C -2.0713 0.4301 0.2559
C 2.1054 -0.5954 0.4398
N 0.0625 0.5723 0.1293
O 0.2697 -1.4512 -0.8704
F -1.0873 2.3883 -0.6933
F -2.4293 0.9524 1.3507
Br -2.7278 -1.3420 -0.0206
H -1.1277 0.6851 -1.6622
H 2.0557 0.0374 1.2520
H 3.0074 -0.4147 -0.1340
H 2.1561 -1.7411 0.8424

---

4.
7
Properties=species:S:1:pos:R:3 method="wB97M-V/def2-TZVPD" gap_ha="0.21733 / 0.25071" e_lumo_ev="2.2 / 3.0" charge=-1 homo_energy_ev="-3.68 / -3.82" de_lowest_kcal_mol=109.25 total_energy_ev=-27852.2459
C -0.2156 1.3138 0.3864
C 0.2159 -0.0226 -0.0302
O 1.0450 1.1051 0.5329
O -0.9541 2.2514 0.5574
S 0.5475 -1.2910 -2.8078
S 0.0542 -1.4005 1.1667
H -0.6928 -1.9561 0.1946

---

5.
15
Properties=species:S:1:pos:R:3 method="wB97M-V/def2-TZVPD" gap_ha="0.34908 / 0.29548" e_lumo_ev="-11.1 / -13.3" charge=+2 s2=0.763 homo_energy_ev="-20.58 / -21.30" de_lowest_kcal_mol=26.61 multiplicity=2 total_energy_ev=-14845.1970
O -0.1520 1.1257 -0.6320
C -0.0286 1.5410 0.6370
O -0.9232 2.3092 0.9968
O 0.6651 0.8303 1.4420
Be -1.5355 2.0987 -0.4339
C 1.1374 -0.4985 1.0424
C 0.0552 -1.2951 0.3762
H 2.0074 -0.3414 0.3951
H 1.4382 -0.9604 1.9874
H -0.8019 -1.4982 1.0255
H 0.4111 -2.1722 -0.1708
O -1.9922 -0.0736 -0.9874
C -0.7270 -0.2036 -1.0731
O -0.2606 -0.4379 -2.2762
H 0.7065 -0.4240 -2.3290

---

6.
12
Properties=species:S:1:pos:R:3 method="wB97M-V/def2-TZVPD" gap_ha=0.38511 e_lumo_ev=0.3 charge=0 smiles="O=C[C@H]1OCC(=O)O1" homo_energy_ev=-10.22 de_lowest_kcal_mol=107.50 total_energy_ev=-12398.6425
O 1.3975 -1.1702 -0.9895
C 1.1064 -0.9196 0.2088
C 0.6423 0.2781 0.9167
O 0.6487 1.2110 -0.2023
C -0.6184 0.9347 -0.7584
C -1.2647 -0.1950 -0.0097
O -2.2659 -0.9847 -0.1975
O -0.6064 -0.2376 1.1344
H 1.5158 -1.7370 0.7787
H 1.4148 0.5563 1.8415
H -0.7484 0.5629 -1.8624
H -1.2217 1.7012 -0.8603

---

7.
106
Properties=species:S:1:pos:R:3 method="wB97M-V/def2-TZVPD" gap_ha="0.24879 / 0.26030" e_lumo_ev="0.4 / 0.3" charge=0 s2=8.756 homo_energy_ev="-6.42 / -6.75" de_lowest_kcal_mol=5.04 multiplicity=6 total_energy_ev=-99265.1035
Mn 0.4296 -0.2756 0.2816
C -0.1119 -2.4882 1.4144
C 1.2713 -2.6283 1.7002
C 1.9461 -2.6721 0.4362
C 0.9541 -2.5457 -0.5687
C -0.3341 -2.4901 0.0178
C -1.6109 -2.8997 -0.7012
C -2.0394 -1.8819 -1.7675
C -2.7269 -3.0922 0.3209
C -1.3645 -4.2517 -1.3914
C 3.3998 -2.9851 0.0425
C 3.6250 -4.5079 0.0977
C 4.4506 -2.2524 0.8937
C 3.6740 -2.5811 -1.4156
C 1.7434 -2.8482 3.1523
C 0.5288 -2.9720 4.0864
C 2.5179 -4.1624 3.3199
C 2.5903 -1.6906 3.7051
H -0.8987 -2.5075 2.1524
H 1.1255 -2.6664 -1.6290
H -2.4002 -0.9766 -1.2803
H -2.8446 -2.2831 -2.3980
H -1.1928 -1.6207 -2.4113
H -2.8178 -2.2097 0.9548
H -2.5113 -3.9493 0.9655
H -3.6795 -3.2736 -0.1864
H -0.6722 -4.1436 -2.2300
H -2.3074 -4.6573 -1.7756
H -0.9381 -4.9675 -0.6836
H 3.5093 -4.9115 1.1009
H 4.6315 -4.7585 -0.2606
H 2.8975 -5.0037 -0.5507
H 4.5673 -2.6728 1.8902
H 4.1756 -1.2009 1.0024
H 5.4286 -2.3008 0.4039
H 3.0471 -3.1331 -2.1196
H 4.7143 -2.8167 -1.6573
H 3.5254 -1.5144 -1.5753
H -0.1430 -3.7715 3.7642
H -0.0352 -2.0370 4.1419
H 0.8785 -3.2079 5.0949
H 1.9476 -4.9995 2.9053
H 2.6769 -4.3546 4.3854
H 3.4954 -4.1445 2.8471
H 2.0155 -0.7672 3.6866
H 3.5001 -1.5356 3.1221
H 2.8816 -1.8988 4.7423
O 0.8562 0.1998 -2.0368
C 0.9121 1.5163 -2.5666
C 1.1046 2.5505 -1.4822
C 1.9207 3.6583 -1.6463
C 2.0469 4.5528 -0.5975
C 1.3573 4.3046 0.5817
C 0.5663 3.1723 0.6554
N 0.4388 2.3101 -0.3563
H 1.7862 -0.0467 -1.8674
H -0.0373 1.7001 -3.0754
H 1.7082 1.6076 -3.3058
H 2.4552 3.8054 -2.5777
H 2.6807 5.4268 -0.6897
H 1.4393 4.9659 1.4333
H 0.0400 2.9223 1.5674
C 5.9064 1.9385 -0.2322
N 4.6848 1.6294 0.5001
C 4.5406 1.9054 1.8297
C 3.4059 1.6346 2.5009
C 2.3411 0.9909 1.7720
O 1.2121 0.7345 2.2476
N 2.5461 0.6614 0.4769
C 3.6435 1.0220 -0.2077
O 3.7745 0.8657 -1.4338
H 6.6094 2.4221 0.4408
H 5.6879 2.5959 -1.0712
H 6.3500 1.0282 -0.6306
H 5.3923 2.3730 2.3052
H 3.2866 1.8754 3.5487
O -1.8283 0.4535 0.5856
S -2.4005 1.8251 0.3074
C -4.1306 1.8963 0.9378
C -5.2079 1.2439 0.1293
C -5.3128 -0.1418 0.0628
C -6.3029 -0.7365 -0.7062
C -7.2076 0.0490 -1.4100
C -7.1226 1.4322 -1.3326
C -6.1292 2.0249 -0.5661
C -2.6756 1.9487 -1.4886
C -3.0285 3.3609 -1.8836
C -2.2181 4.4349 -1.5033
C -2.5475 5.7334 -1.8660
C -3.6903 5.9797 -2.6159
C -4.4960 4.9190 -3.0047
C -4.1689 3.6202 -2.6386
H -4.3190 2.9669 1.0524
H -4.0186 1.4518 1.9293
H -4.6124 -0.7476 0.6175
H -6.3746 -1.8164 -0.7494
H -7.9815 -0.4183 -2.0060
H -7.8333 2.0528 -1.8669
H -6.0640 3.1068 -0.5023
H -3.4369 1.2262 -1.7779
H -1.7112 1.6270 -1.8836
H -1.3191 4.2505 -0.9235
H -1.9074 6.5527 -1.5583
H -3.9432 6.9930 -2.9050
H -5.3886 5.1023 -3.5926
H -4.7996 2.7957 -2.9497

---

8.
44
Properties=species:S:1:pos:R:3 method="wB97M-V/def2-TZVPD" gap_ha="0.16485 / 0.14290" e_lumo_ev="-14.9 / -15.5" charge=+4 s2=9.206 homo_energy_ev="-19.38 / -19.38" de_lowest_kcal_mol=68.88 multiplicity=6 total_energy_ev=-117646.8305
Tm -1.5663 -1.5686 -2.6980
Cr -0.6413 1.4119 1.2549
Cl -2.5823 -2.7816 -4.5181
Cl -0.3410 2.7988 -0.4584
C 0.8884 2.0093 2.1537
C 0.4138 -2.2045 -3.6281
C -0.9418 -0.1809 -4.4045
O 1.9421 2.2880 2.5895
O 1.2853 -2.4348 -4.3620
O -0.5643 0.2679 -5.4026
C 3.3047 -1.1966 4.7233
C 3.0830 -2.1773 3.7502
C 1.9074 -2.1355 2.9769
C 0.9542 -1.1398 3.2026
C 1.1656 -0.1909 4.1996
C 2.3479 -0.2036 4.9533
Sb -0.7963 -1.1879 1.7994
C -1.7773 -2.6528 3.2407
C -2.7614 -3.4775 2.6928
C -3.3927 -4.4492 3.4854
C -3.0290 -4.5996 4.8322
C -2.0363 -3.7812 5.3802
C -1.3960 -2.8207 4.5766
C -2.0571 0.5318 2.5065
C -2.0806 0.6357 3.9069
C -2.3356 1.8773 4.4721
C -2.7056 2.9791 3.6834
C -2.9322 2.8302 2.3175
C -2.7449 1.5548 1.7016
H 4.2215 -1.2088 5.3192
H 3.8180 -2.9704 3.5793
H 1.7628 -2.8912 2.2038
H 0.4208 0.5746 4.4207
H 2.5123 0.5778 5.7010
H -3.0329 -3.3831 1.6347
H -4.1580 -5.0919 3.0442
H -3.5094 -5.3576 5.4444
H -1.7333 -3.8894 6.4263
H -0.5822 -2.2301 5.0082
H -1.9234 -0.2467 4.5346
H -2.2662 1.9915 5.5557
H -2.8405 3.9349 4.1879
H -3.2822 3.6783 1.7237
H -3.3419 1.2567 0.8292

---

9.
14
Properties=species:S:1:pos:R:3 method="wB97M-V/def2-TZVPD" gap_ha=0.31626 e_lumo_ev=0.3 charge=0 smiles="C[C@H]1SC=C[C@@H]1I" homo_energy_ev=-8.32 de_lowest_kcal_mol=0.00 total_energy_ev=-24233.4589
C -0.9304 0.6869 0.8667
C 0.4078 -0.0262 0.8615
S 0.2206 -1.8652 0.8024
C 0.4023 -1.8898 -0.8854
C 0.8457 -0.7829 -1.4158
C 1.2327 0.1954 -0.3937
I 3.3636 -0.0081 0.0950
H -1.4773 0.6403 -0.0501
H -0.9446 1.7749 1.2106
H -1.6980 0.2390 1.5593
H 0.9771 0.2042 1.8282
H 0.1876 -2.6772 -1.5706
H 0.8256 -0.7276 -2.4379
H 1.2314 1.2384 -0.6114

---

10.
60
Properties=species:S:1:pos:R:3 method="wB97M-V/def2-TZVPD" gap_ha=0.31111 e_lumo_ev=0.1 charge=0 homo_energy_ev=-8.38 de_lowest_kcal_mol=98.13 total_energy_ev=-38020.4057
C -0.0883 -0.8035 0.4362
N 0.4219 -0.1734 -0.7797
C 0.5989 -1.0148 -1.9190
O 2.0254 -1.2775 -2.1217
C 0.6970 -0.2997 1.6552
C 0.3905 1.0274 2.2776
C -0.5673 0.9483 3.5120
O -1.8636 1.4054 3.0793
H -1.1592 -0.6281 0.4655
H 0.1721 -1.8580 0.3438
H 0.0623 0.7799 -0.9004
H 0.2389 -0.5628 -2.8437
H 0.2608 -2.0111 -1.6510
H 2.5752 -0.5740 -2.5030
H 1.7362 -0.3993 1.3225
H 0.7244 -1.1040 2.3979
H -0.2265 1.6856 1.6632
H 1.2854 1.6196 2.4798
H -0.2497 1.7192 4.2221
H -0.5746 -0.0128 4.0034
H -2.4863 0.6683 3.0663
H -1.2060 2.7285 -1.2623
H -2.0409 1.7771 -0.2934
O -1.4383 1.8066 -1.0459
H 3.1764 -3.3044 0.1825
H 2.3137 -2.7198 -0.9434
O 2.9733 -3.4141 -0.7514
H 2.7267 1.0449 -3.6319
H 4.0518 0.5029 -3.0610
O 3.2588 1.0137 -2.8319
H -2.6001 4.0347 0.8415
H -2.0579 2.9642 1.9347
O -2.2732 3.1501 1.0075
H -1.4639 -4.5674 1.4786
H -1.6765 -3.4869 0.4510
O -1.5789 -3.6186 1.4083
H 4.5322 -1.5952 -1.5306
H 4.1845 -1.7598 -2.9518
O 4.8321 -1.3102 -2.3994
H 3.3652 1.4626 -0.7024
H 1.9205 2.9632 -0.3788
O 0.9997 3.2079 -0.6171
H -2.7995 -3.2235 -1.6170
H -3.3162 -2.6067 -0.3329
O -2.9346 -3.3957 -0.6805
H 0.0800 4.1091 -2.0745
H -0.9936 4.1340 -3.1815
O -0.8756 4.2206 -2.2331
H 3.7298 2.8149 -1.1665
H 0.4585 3.4653 0.1315
O 3.4877 2.3515 -0.3592
H -1.4401 -2.1102 2.8858
H -2.0799 -2.7527 4.0653
O -1.4779 -2.0310 3.8556
H -3.3873 0.0212 -1.4056
H -2.0668 0.1497 -1.9963
O -2.6188 -0.5386 -1.5806
H -3.5178 -2.3695 1.5367
H -2.7702 -1.1996 1.0214
O -3.5640 -1.4054 1.5213

---

11.
20
Properties=species:S:1:pos:R:3 method="wB97M-V/def2-TZVPD" gap_ha=0.33097 e_lumo_ev=0.4 charge=0 smiles="C=C(N)CC.O.O" homo_energy_ev=-8.61 de_lowest_kcal_mol=34.86 total_energy_ev=-9942.6851
C -1.1285 -0.5729 -1.5237
C -0.2800 0.4456 -1.3267
N -0.7287 1.7286 -0.8831
C 1.2112 0.2801 -1.1696
C 1.7823 -1.1002 -1.4115
H -0.7938 -1.5345 -1.1735
H -2.1844 -0.3731 -1.5377
H 0.0797 2.3311 -0.7740
H -1.4006 2.1155 -1.5396
H 1.4304 0.5565 -0.1219
H 1.6749 1.1964 -1.5704
H 1.2656 -1.8026 -0.7663
H 1.6464 -1.4142 -2.4428
H 2.8539 -1.1345 -1.1826
O -0.6876 1.4923 3.6868
H -1.4996 1.4680 3.1699
H -0.0418 1.0110 3.1523
O -1.2569 -1.5216 2.8174
H -0.7192 -0.8753 2.3504
H -1.2231 -2.2963 2.2466

---

12.
15
Properties=species:S:1:pos:R:3 method="wB97M-V/def2-TZVPD" gap_ha=0.35361 e_lumo_ev=0.2 charge=0 smiles="C=NCC(=C)C(=O)O" homo_energy_ev=-9.39 de_lowest_kcal_mol=73.40 total_energy_ev=-10880.4344
C -0.7175 0.3487 -1.9869
N -0.5638 1.4209 -1.4200
C -0.0469 1.4034 0.1991
C -0.0968 0.1053 0.8369
C -0.8093 -0.2927 1.8779
C 0.6218 -1.1166 -0.0144
O 0.4272 -2.2760 0.2767
O 1.8691 -0.6747 -0.3516
H -0.3338 -0.6534 -1.3368
H -0.8489 0.1589 -3.0403
H 0.9662 1.7902 0.0835
H -0.7482 2.1356 0.5994
H -0.8360 -1.3303 2.1803
H -1.3421 0.4217 2.5000
H 2.4590 -1.4411 -0.4038

---

13.
56
Properties=species:S:1:pos:R:3 method="wB97M-V/def2-TZVPD" gap_ha=0.13567 e_lumo_ev=-1.2 charge=0 homo_energy_ev=-4.89 de_lowest_kcal_mol=268.21 total_energy_ev=-56351.2904
C -2.8660 1.0551 1.3077
C -2.0964 2.2530 0.9741
C -2.3499 3.1015 3.2116
C -1.2717 2.3482 -0.1963
C -0.3135 3.4280 -0.2772
I 0.6816 4.2245 1.4029
C 0.1369 3.9108 -1.5022
C -0.2007 3.2452 -2.6816
C -0.8960 2.0347 -2.6100
C -1.3038 1.5086 -1.3932
O -2.1489 3.3092 1.7910
S -1.5599 -0.3110 -1.6125
C -3.4392 -0.0748 -2.6467
F -4.2041 0.8933 -2.1269
F -3.1185 0.2504 -3.9146
F -4.1087 -1.2267 -2.6433
H -2.2397 0.3516 1.8864
H -3.7644 1.2959 1.8980
H -3.1775 0.5528 0.3819
H -1.7041 2.2925 3.5888
H -2.0741 4.0548 3.6637
H -3.4073 2.8742 3.4006
H 0.7809 4.7844 -1.5308
H 0.1206 3.6240 -3.6503
H -1.1064 1.4698 -3.5191
H -0.8870 -0.0789 0.2994
C 2.7442 -2.4257 2.7266
C 1.3079 -2.8776 2.5974
N 0.7006 -2.5760 1.2904
C 1.0051 -3.4664 0.1283
C 1.5878 -4.8112 0.5445
C 0.0982 -1.3969 1.2470
C -0.4513 -0.7755 -0.4482
N 0.9472 -0.3972 -0.8973
C 1.5996 0.6271 -0.2663
C 2.5284 1.3782 -0.9428
C 2.8379 1.0855 -2.2791
C 2.1565 0.0295 -2.8905
C 1.2198 -0.6844 -2.2060
O -0.0767 -0.6012 2.1645
H 3.0716 -2.6337 3.7501
H 3.4106 -2.9623 2.0439
H 2.8455 -1.3472 2.5552
H 1.2200 -3.9579 2.7053
H 0.6807 -2.3722 3.3338
H 0.0789 -3.6383 -0.4418
H 1.7065 -2.9672 -0.5601
H 1.6521 -5.4323 -0.3534
H 2.5981 -4.7216 0.9546
H 0.9474 -5.3366 1.2581
H -0.7172 -1.8698 -0.4789
H 1.2948 0.8355 0.7677
H 2.9950 2.2078 -0.4213
H 3.5768 1.6591 -2.8167
H 2.3388 -0.2569 -3.9262
H 0.6130 -1.4854 -2.6401

---

14.
14
Properties=species:S:1:pos:R:3 method="wB97M-V/def2-TZVPD" gap_ha=0.38175 e_lumo_ev=0.9 charge=0 smiles=CC#CCCO homo_energy_ev=-9.52 de_lowest_kcal_mol=66.59 total_energy_ev=-7359.3678
C -2.1536 -1.0726 1.4657
C -0.9612 -0.9108 0.6653
C -0.0584 -0.4252 0.0346
C 0.3980 0.8907 -0.4347
C 1.7681 0.8645 -1.1236
O 2.1671 -0.4569 -1.4002
H -2.3275 -2.1033 1.7641
H -2.0365 -0.4360 2.3513
H -3.0010 -0.6969 0.8800
H -0.4063 1.2523 -1.0860
H 0.3931 1.5189 0.4640
H 1.6928 1.4310 -2.0585
H 2.4972 1.3676 -0.4725
H 1.5378 -1.0336 -0.9136